a:
A cluster of 2 separate species, C4H14NO2 in total, computed with ωB97M-V/def2-TZVPD.

Atoms and positions in Å:
C -0.98641 0.59566 0.92277
C -0.66369 1.72781 -0.04859
C 0.07365 1.27533 -1.32633
C 1.18831 0.21783 -1.22861
O 2.01572 0.42436 -0.13171
N -1.56331 -0.61376 0.20992
H -0.07972 0.18052 1.37143
H -1.63927 0.87417 1.73803
H -0.15293 2.53703 0.45058
H -1.64579 2.01191 -0.44968
H -0.65319 0.81605 -2.00387
H 0.47561 2.16143 -1.81334
H 1.74625 0.25186 -2.16823
H 0.76962 -0.80655 -1.26035
H 2.94524 0.17362 -0.19125
H -1.70097 -0.43024 -0.78508
H -0.92285 -1.42043 0.27786
H -2.46910 -0.90919 0.57840
H -0.50644 -2.97908 2.11068
H 0.85259 -2.69014 1.59439
O -0.07994 -2.69595 1.30554

Output
highest occupied orbital energy: -0.5132 Ha
HOMO-LUMO gap: 10.74 eV
charge: +1

b:
A cluster of 3 separate species, C4H14NO2 in total, computed with ωB97M-V/def2-TZVPD.

Atoms and positions in Å:
C -0.29253 -2.71457 0.46068
C -0.12119 -1.46006 -0.38776
C 0.41584 -0.33816 0.47406
C 1.69008 1.70235 0.03336
N 0.87422 0.82094 -0.35915
H -0.32487 -3.64299 -0.09319
H -1.21734 -2.66950 1.03697
H 0.53067 -2.80594 1.16697
H -1.04680 -1.12241 -0.84783
H 0.55071 -1.73589 -1.20268
H 1.33997 -0.61478 0.98398
H -0.31427 -0.09964 1.24336
H 1.77243 1.87480 1.09650
H 2.13621 2.34381 -0.70853
H 0.47758 0.76956 -1.30397
H -0.68784 0.74094 -3.58057
H -1.85658 1.32525 -2.79200
O -1.01627 0.86434 -2.68345
H -1.54323 2.74003 2.45633
H -0.27349 2.11501 2.74642
O -1.09328 1.90691 2.26050

Output
highest occupied orbital energy: -0.5618 Ha
HOMO-LUMO gap: 10.64 eV
charge: +1

Q: Which of them is the most stable? A: a.

a:
A cluster of 2 separate species, C4H14NO2 in total, computed with ωB97M-V/def2-TZVPD.

Atoms and positions in Å:
O 0.76702 -1.46728 -2.26210
C 0.78173 -0.06358 -2.27453
C 1.11779 0.27885 -0.83215
N 0.06014 -0.34436 0.15738
C -1.36601 0.18694 -0.10519
C -2.17737 0.07777 1.22486
H 0.96792 -2.00903 -3.08008
H 1.62222 0.31288 -2.89999
H -0.07177 0.44096 -2.72232
H 2.07027 -0.11269 -0.48002
H 1.08797 1.35026 -0.53916
H 0.52444 -0.30238 1.12529
H -0.15682 -1.29403 0.08668
H -1.31130 1.21656 -0.29986
H -1.67200 -0.35445 -1.04713
H -2.61235 -0.85542 1.62379
H -1.48564 0.35355 2.05337
H -2.90734 0.92284 1.28764
H 0.79224 0.76899 3.43826
H 2.47464 0.30863 2.84694
O 1.49422 0.58496 2.69830

Output
highest occupied orbital energy: -0.5385 Ha
HOMO-LUMO gap: 11.77 eV
charge: +1

b:
A cluster of 2 separate species, C4H14NO2 in total, computed with ωB97M-V/def2-TZVPD.

Atoms and positions in Å:
C -0.33960 -1.65393 0.56884
O 0.61834 -2.39463 -0.18150
C -0.71271 -0.42557 -0.31542
C -0.98269 0.81875 0.53091
C -1.35729 2.03159 -0.31366
N 0.39682 -0.18482 -1.26249
H -1.26128 -2.23295 0.62656
H -0.02112 -1.32956 1.55431
H 0.74765 -3.23640 0.27076
H -1.68297 -0.64321 -0.75576
H -1.77189 0.52549 1.22421
H -0.11508 1.07319 1.10040
H -2.30441 1.86687 -0.82113
H -1.35932 2.92811 0.30243
H -0.53642 2.36884 -0.95542
H 0.14578 0.40562 -2.01341
H 0.70682 -1.06303 -1.65552
H 1.18447 0.23926 -0.77135
H 3.29773 -0.12401 0.46995
H 2.73967 0.52608 1.67822
O 2.60750 0.50431 0.71907

Output
highest occupied orbital energy: -0.5531 Ha
HOMO-LUMO gap: 12.04 eV
charge: +1

c:
A cluster of 2 separate species, C4H14NO2 in total, computed with ωB97M-V/def2-TZVPD.

Atoms and positions in Å:
C 0.55002 -0.23250 2.30073
C 0.45514 -0.17656 0.74562
C 0.97595 0.98707 -0.18349
C -0.04622 1.90445 -0.73957
O -1.01165 1.06223 -1.54761
N 0.51378 -1.54167 -0.04810
H -0.24048 -0.81058 2.83183
H 1.58180 -0.46998 2.58084
H 0.24812 0.79430 2.50163
H -0.64999 -0.14827 0.71025
H 1.61985 0.47002 -0.91931
H 1.77144 1.32811 0.45123
H 0.31937 2.76792 -1.31599
H -0.51631 2.41783 0.09504
H -1.63767 1.78061 -1.72047
H 0.39140 -2.31221 0.60776
H 1.40922 -1.57857 -0.50919
H -0.25060 -1.45907 -0.75093
H -1.18954 -1.54466 -2.07616
H -2.50888 -1.30283 -1.60537
O -1.78474 -1.93564 -1.40874

Output
highest occupied orbital energy: -0.5409 Ha
HOMO-LUMO gap: 11.65 eV
charge: +1

d:
A cluster of 2 separate species, C4H14NO2 in total, computed with ωB97M-V/def2-TZVPD.

Atoms and positions in Å:
C -0.07614 -1.06730 0.05159
C -0.61845 0.24425 -0.52407
C 0.62346 1.15015 -0.71124
C 1.66902 1.33863 0.43757
O 0.05249 2.41487 -0.98222
N -1.49417 0.95725 0.51358
H 0.42321 -1.57865 -0.76890
H 0.63968 -0.88548 0.85353
H -0.74181 -1.77296 0.54300
H -1.17427 0.37658 -1.44977
H 1.02067 0.67295 -1.62083
H 2.45565 0.59924 0.38763
H 2.03656 2.34017 0.22505
H 1.14002 1.48891 1.37769
H 0.59559 3.13352 -1.30999
H -1.31859 1.95297 0.31872
H -2.48080 0.74967 0.45240
H -1.10939 0.81954 1.44175
H -0.69689 -4.33748 1.02310
H -0.14616 -4.56364 -0.35552
O -0.79968 -4.03320 0.09693

Output
highest occupied orbital energy: -0.5340 Ha
HOMO-LUMO gap: 11.40 eV
charge: +1

Q: Which of them is the most stable? A: b.

a:
A cluster of 2 separate species, C4H14NO2 in total, computed with ωB97M-V/def2-TZVPD.

Atoms and positions in Å:
C 0.09644 -1.08182 0.11780
C -0.55491 0.17161 -0.25515
C 0.56894 1.14475 -0.83933
C 1.76438 1.57936 0.07270
O -0.25775 2.28616 -0.96760
N -1.25236 0.98031 0.96252
H 0.74185 -1.57189 -0.58571
H 0.59978 -0.89765 1.06160
H -0.64601 -1.90333 0.22116
H -1.35715 0.12695 -1.04150
H 0.90453 0.63875 -1.81324
H 2.66215 1.03648 -0.42939
H 1.93906 2.64001 -0.06020
H 1.69121 1.28319 1.12861
H -0.13974 2.66561 -1.87239
H -1.47266 1.95547 0.78995
H -2.05117 0.55010 1.27261
H -0.52532 0.89012 1.71190
H -1.16891 -4.60200 -0.44349
H -0.49988 -4.09347 0.86061
O -1.04245 -3.79873 0.10856

Output
highest occupied orbital energy: -0.5233 Ha
HOMO-LUMO gap: 11.13 eV
charge: +1

b:
A cluster of 3 separate species, C4H14NO2 in total, computed with ωB97M-V/def2-TZVPD.

Atoms and positions in Å:
C -0.02298 -1.85923 -1.33392
N 0.37264 -0.89488 -0.31350
C -0.46782 0.36819 -0.80674
C -1.74961 -0.19934 -1.32932
C -1.54202 -1.70834 -1.55953
H 0.56750 -1.73529 -2.39370
H 0.15214 -2.92002 -1.07468
H 1.51238 -0.65866 -0.17452
H 0.18154 -1.33565 0.64819
H -0.00905 1.00305 -1.54898
H -0.64946 1.08822 0.11321
H -2.71969 0.00751 -0.75933
H -2.12354 0.20383 -2.21295
H -1.83381 -1.85316 -2.65127
H -2.08519 -2.38133 -0.80571
H 1.22484 4.03777 2.02670
H 2.07457 3.07517 2.79624
O 1.44270 3.14084 2.04427
H 1.55076 0.11554 2.98560
H 0.80473 1.12540 2.24523
O 1.23710 0.21966 2.10292

Output
highest occupied orbital energy: -0.5557 Ha
HOMO-LUMO gap: 12.05 eV
charge: +1

Q: Which of them is the most stable? A: a.

a:
The molecule C3H6N2S, computed with ωB97M-V/def2-TZVPD.

Atoms and positions in Å:
H 1.69065 2.53449 1.54181
N 1.53901 1.56156 1.12838
C 0.60040 1.71613 0.31257
N -0.09842 0.58541 -0.23064
C 0.19076 -0.78594 -0.23818
C -0.95753 -1.71907 -0.37566
S 1.73200 -1.23932 -0.05317
H 0.08208 2.66852 0.00292
H -0.97263 0.82725 -0.75626
H -1.33102 -2.06993 0.61398
H -1.89246 -1.49511 -0.97689
H -0.58283 -2.58400 -0.96885

Output
highest occupied orbital energy: -0.2999 Ha
SMILES string: [H]/N=C/NC(C)=S
HOMO-LUMO gap: 8.48 eV

b:
The molecule C3H6N2S, computed with ωB97M-V/def2-TZVPD.

Atoms and positions in Å:
S 1.64591 -0.66538 0.00851
N 1.13404 1.03576 -0.06607
C -0.16279 1.35673 -0.12727
N -1.35613 0.53783 -0.29516
C -1.61373 -0.92612 -0.58517
C -1.67286 -0.31656 0.86193
H 2.84746 -0.06236 0.61376
H -0.26690 2.42162 0.04280
H -0.71878 -1.55329 -0.84206
H -2.52854 -0.93143 -1.08726
H -0.79086 -0.81606 1.38330
H -2.62605 -0.11180 1.38497

Output
highest occupied orbital energy: -0.3238 Ha
SMILES string: S/N=C\N1CC1
HOMO-LUMO gap: 9.61 eV

c:
The molecule C3H6N2S, computed with ωB97M-V/def2-TZVPD.

Atoms and positions in Å:
N 1.02013 0.97550 0.24175
C 0.03098 0.37634 -0.44124
N -0.20005 0.81120 -1.73747
C -0.65096 -0.78631 0.09635
C -0.45057 -1.32362 1.42652
S 0.63974 -0.83078 2.62296
H 1.90061 1.42388 -0.16115
H 1.33262 0.38237 1.05053
H 0.14756 1.70271 -2.04536
H -1.25970 0.72638 -2.08636
H -1.43919 -1.20135 -0.55586
H -1.07119 -2.25633 1.58933

Output
highest occupied orbital energy: -0.2878 Ha
SMILES string: NC(N)=CC=S
HOMO-LUMO gap: 8.13 eV

Q: Which of them is the most stable? A: c.

a:
The molecule C3H6N2S, computed with ωB97M-V/def2-TZVPD.

Atoms and positions in Å:
C -1.86353 0.00440 -0.79072
C -0.56168 -0.56083 -0.69749
N 0.43795 -0.16665 0.28069
N 1.36478 -1.18650 0.63493
C 0.72742 1.18110 0.34386
S -0.02590 2.73124 0.53071
H -2.38282 0.90248 -0.10485
H -2.51596 -0.39491 -1.66458
H -0.59123 -1.48157 -1.31199
H 1.39775 -1.16928 1.66805
H 2.30455 -1.13735 0.36264
H 1.70868 1.27785 0.74875

Output
highest occupied orbital energy: -0.3113 Ha
SMILES string: C=CN(N)C=S
HOMO-LUMO gap: 8.46 eV

b:
The molecule C3H6N2S, computed with ωB97M-V/def2-TZVPD.

Atoms and positions in Å:
C 1.70661 1.21649 -0.07154
C 0.48336 0.72577 0.18595
C 0.37168 -0.71936 0.03942
S 1.51384 -1.92143 0.04638
N -0.92178 -1.13686 0.04316
N -2.14839 -0.56169 -0.05027
H 2.68039 0.74759 -0.05047
H 1.93810 2.24389 -0.07049
H -0.43517 1.34758 0.19418
H -0.83696 -2.09889 -0.46280
H -1.79843 0.34881 -0.76128
H -2.55324 -0.19189 0.95775

Output
highest occupied orbital energy: -0.3086 Ha
SMILES string: C=CC(=S)NN
HOMO-LUMO gap: 8.10 eV

Q: Which of them is the most stable? A: b.

a:
A cluster of 2 separate species, C3H6N2S in total, computed with ωB97M-V/def2-TZVPD.

Atoms and positions in Å:
C -2.24600 -0.78690 -0.47241
N -2.33601 -1.47798 -1.41623
S -2.43667 -2.10563 -2.83022
H -2.69846 -0.20467 0.25765
C 1.07249 -0.47995 -0.11583
N 0.50087 0.15483 0.79021
C 1.22768 1.37560 1.10332
H 0.68449 -1.46961 -0.36862
H 1.96638 -0.09500 -0.79573
H 0.66873 1.92301 1.82966
H 2.23577 0.99619 1.61480
H 1.36073 2.17010 0.40338

Output
highest occupied orbital energy: -0.3159 Ha
SMILES string: C#[N+][S-].C=NC
HOMO-LUMO gap: 9.14 eV

b:
The molecule C3H6N2S, computed with ωB97M-V/def2-TZVPD.

Atoms and positions in Å:
C 0.63520 -1.05953 2.02083
C 0.76218 -0.82130 0.70624
C -0.16531 0.13589 -0.07422
S -1.16228 1.22024 0.63564
N 0.04246 0.10011 -1.45422
N 0.88168 -0.69957 -2.18807
H -0.25568 -0.66792 2.56966
H 1.31487 -1.69880 2.55520
H 1.58183 -1.17637 0.04953
H -0.48122 0.79559 -1.95343
H 0.75788 -1.64585 -1.85819
H 1.81723 -0.46458 -1.95400

Output
highest occupied orbital energy: -0.3131 Ha
SMILES string: C=CC(=S)NN
HOMO-LUMO gap: 8.47 eV

Q: Which of them is the most stable? A: b.